This record from the Open Molecules 2025 dataset describes a single C4H8OS molecule. The level of theory is the ωB97M-V functional and the def2-TZVPD basis.

Last column: Löwdin charge in e.
CARTESIAN COORDINATES (ANGSTROEM)
C1 -1.394 1.408 -0.306  0.03
C2 -0.451 0.994 0.542  -0.22
C3 0.394 -0.157 0.391  -0.83
C4 -0.267 -1.218 -0.588  -0.08
O1 0.846 -0.867 1.476  -0.05
S1 1.927 0.447 -0.683  0.72
H1 -1.822 2.372 -0.008  0.07
H2 -1.696 0.990 -1.206  0.04
H3 -0.170 1.497 1.529  0.14
H4 0.163 -0.903 -1.669  0.10
H5 0.190 -2.090 -0.249  0.05
H6 -1.358 -1.141 -0.466  0.08
H7 1.536 -0.470 2.020  0.11
H8 2.102 -0.861 -0.782  -0.15

Cartesian forces (eV/Å) of the 6 atoms listed first:
0.827 2.059 2.843
-0.206 1.372 2.094
1.044 -1.587 -3.525
1.038 3.299 -1.577
-0.278 -0.385 0.946
-0.571 -0.027 1.191

HOMO energy: -9.05 eV
ΔE to the lowest compared entry with this formula, charge and spin: 2.088 eV
Multiplicity: 1
SMILES: C=C[C@](C)(O)S